Entry 1:
{"formula": "C20H51BN5O6", "method": "the ωB97M-V functional and the def2-TZVPD basis", "elements": ["C", "C", "C", "C", "N", "C", "B", "N", "O", "C", "O", "C", "C", "N", "H", "H", "H", "H", "H", "H", "H", "H", "H", "H", "H", "H", "H", "H", "H", "H", "H", "H", "H", "H", "H", "C", "O", "C", "C", "N", "C", "C", "O", "C", "H", "H", "H", "H", "H", "H", "H", "H", "H", "H", "H", "H", "H", "H", "H", "C", "O", "C", "C", "N", "C", "C", "O", "C", "H", "H", "H", "H", "H", "H", "H", "H", "H", "H", "H", "H", "H", "H", "H"], "positions_angstrom": [[-5.840, -1.198, 1.538], [-5.073, -2.410, 0.993], [-3.769, -2.082, 0.261], [-3.900, -1.800, -1.250], [-3.201, -0.576, -1.684], [-3.874, 0.597, -2.074], [-2.818, 1.787, -2.317], [-1.604, 1.749, -1.645], [-3.190, 2.709, -3.289], [-4.893, 1.045, -1.016], [-6.185, 0.533, -1.265], [-6.797, 1.230, -2.325], [-5.998, 1.093, -3.635], [-4.697, 0.375, -3.413], [-5.181, -0.336, 1.667], [-6.262, -1.419, 2.519], [-6.673, -0.898, 0.902], [-5.715, -2.995, 0.328], [-4.834, -3.072, 1.825], [-3.110, -2.946, 0.361], [-3.237, -1.248, 0.726], [-4.957, -1.810, -1.544], [-3.422, -2.614, -1.796], [-2.456, -0.812, -2.327], [-1.448, 0.999, -0.978], [-1.091, 2.581, -1.396], [-3.341, 3.624, -3.052], [-4.554, 0.671, -0.052], [-4.953, 2.140, -0.954], [-7.792, 0.811, -2.453], [-6.906, 2.287, -2.061], [-6.555, 0.503, -4.361], [-5.770, 2.052, -4.091], [-4.857, -0.629, -3.484], [-4.078, 0.641, -4.178], [3.084, -2.983, 2.652], [1.887, -2.884, 3.393], [1.859, -1.850, 4.369], [0.899, -0.750, 3.965], [1.409, -0.003, 2.829], [0.472, 0.909, 2.202], [-0.777, 0.314, 1.558], [-0.530, -0.455, 0.385], [-0.117, -1.795, 0.632], [3.038, -3.918, 2.095], [3.210, -2.157, 1.942], [3.960, -3.010, 3.308], [2.863, -1.445, 4.531], [1.515, -2.293, 5.306], [0.764, -0.064, 4.807], [-0.073, -1.231, 3.779], [1.779, -0.625, 2.123], [1.016, 1.456, 1.428], [0.148, 1.643, 2.949], [-1.410, 1.150, 1.242], [-1.362, -0.278, 2.272], [-0.589, -2.181, 1.539], [0.966, -1.884, 0.732], [-0.435, -2.396, -0.221], [6.151, 2.322, -3.170], [6.587, 1.112, -2.591], [7.591, 1.255, -1.593], [7.054, 0.894, -0.225], [6.071, 1.866, 0.225], [5.352, 1.505, 1.438], [4.506, 0.238, 1.431], [3.353, 0.308, 0.602], [3.564, 0.034, -0.770], [5.523, 2.063, -4.020], [5.567, 2.938, -2.474], [6.993, 2.923, -3.526], [7.982, 2.277, -1.592], [8.409, 0.575, -1.843], [7.887, 0.876, 0.485], [6.657, -0.130, -0.287], [5.411, 2.036, -0.522], [4.694, 2.339, 1.697], [6.078, 1.413, 2.253], [4.123, 0.097, 2.444], [5.095, -0.650, 1.170], [4.336, -0.728, -0.914], [3.850, 0.923, -1.338], [2.620, -0.337, -1.174]], "lumo_energy_ev": -2.7, "total_energy_ha": -1542.4614, "multiplicity": 1, "total_charge": 1, "gap_ev": 7.480, "homo_energy_ha": -0.374, "largest_force_ev_per_a": 1.0}


Entry 2:
{"formula": "C20H51N7O6P2", "method": "the ωB97M-V functional and the def2-TZVPD basis", "elements": ["C", "N", "C", "P", "O", "N", "C", "C", "N", "C", "C", "H", "H", "H", "H", "H", "H", "H", "H", "H", "H", "H", "H", "H", "H", "H", "H", "H", "H", "C", "N", "C", "P", "O", "N", "C", "C", "N", "C", "C", "H", "H", "H", "H", "H", "H", "H", "H", "H", "H", "H", "H", "H", "H", "H", "H", "H", "H", "C", "C", "O", "O", "C", "C", "C", "C", "C", "N", "C", "O", "O", "H", "H", "H", "H", "H", "H", "H", "H", "H", "H", "H", "H", "H", "H", "H"], "positions_angstrom": [[3.705, 0.516, -2.365], [2.470, 0.980, -1.762], [1.370, 0.097, -2.140], [2.012, 2.624, -1.484], [0.976, 2.418, -0.412], [3.212, 3.402, -0.517], [4.582, 2.936, -0.428], [2.780, 3.901, 0.785], [2.738, 3.251, -2.946], [2.942, 4.721, -2.966], [1.903, 2.953, -4.140], [3.755, 0.676, -3.452], [3.808, -0.557, -2.191], [4.586, 0.964, -1.920], [1.058, 0.229, -3.187], [0.495, 0.273, -1.515], [1.643, -0.950, -2.003], [4.658, 1.967, 0.082], [5.187, 3.655, 0.128], [5.049, 2.875, -1.412], [2.708, 3.098, 1.528], [1.815, 4.395, 0.718], [3.493, 4.644, 1.152], [2.017, 5.269, -2.768], [3.321, 5.022, -3.944], [3.687, 5.035, -2.243], [0.886, 3.343, -4.039], [1.841, 1.880, -4.321], [2.350, 3.389, -5.031], [2.517, -6.561, -0.918], [2.739, -5.749, 0.263], [3.830, -6.313, 1.056], [1.528, -4.918, 1.177], [2.385, -3.898, 1.870], [0.636, -3.840, 0.164], [0.551, -3.997, -1.274], [0.703, -2.421, 0.496], [0.303, -6.152, 0.982], [-1.082, -5.717, 1.291], [0.558, -7.316, 1.872], [2.055, -7.537, -0.706], [3.474, -6.758, -1.406], [1.912, -6.060, -1.666], [3.542, -7.234, 1.583], [4.172, -5.598, 1.804], [4.689, -6.542, 0.424], [1.516, -3.823, -1.769], [-0.170, -3.287, -1.687], [0.167, -4.981, -1.548], [1.642, -1.972, 0.150], [0.615, -2.262, 1.567], [-0.125, -1.879, 0.032], [-1.167, -5.291, 2.294], [-1.756, -6.573, 1.221], [-1.445, -4.987, 0.577], [0.621, -7.024, 2.923], [1.483, -7.825, 1.602], [-0.238, -8.052, 1.767], [-6.649, 1.667, 2.483], [-6.653, 0.957, 1.154], [-7.570, 1.012, 0.372], [-5.507, 0.247, 0.858], [-4.658, 1.056, 0.010], [-3.255, 1.220, 0.611], [-2.594, 2.537, 0.160], [-2.655, 3.640, 1.240], [-3.969, 4.426, 1.242], [-4.299, 5.124, 2.510], [-3.177, 5.583, 3.224], [-2.914, 5.148, 4.328], [-2.412, 6.513, 2.639], [-6.540, 0.944, 3.286], [-7.564, 2.240, 2.546], [-5.766, 2.305, 2.499], [-5.094, 2.042, -0.132], [-4.556, 0.560, -0.951], [-2.645, 0.416, 0.201], [-3.263, 1.098, 1.692], [-3.051, 2.911, -0.757], [-1.530, 2.350, 0.009], [-1.848, 4.331, 0.999], [-2.416, 3.172, 2.193], [-4.809, 3.805, 0.949], [-3.908, 5.197, 0.468], [-4.766, 4.467, 3.118], [-2.633, 6.592, 1.704]], "lumo_energy_ev": 0.2, "smiles": "CN(C)P(=O)(N(C)C)N(C)C.CN(C)P(=O)(N(C)C)N(C)C.CC(=O)OCCCCCNC(=O)O", "total_energy_ha": -2310.0404, "multiplicity": 1, "gap_ev": 8.645, "homo_energy_ha": -0.311, "largest_force_ev_per_a": 6.7}


Entry 3:
{"formula": "C20H52Br2N6O15", "method": "the ωB97M-V functional and the def2-TZVPD basis", "elements": ["C", "N", "O", "O", "H", "H", "H", "C", "N", "O", "O", "H", "H", "H", "C", "N", "O", "O", "H", "H", "H", "C", "N", "O", "O", "H", "H", "H", "C", "N", "O", "O", "H", "H", "H", "C", "N", "O", "O", "H", "H", "H", "Br", "C", "C", "Br", "H", "H", "H", "H", "C", "C", "O", "C", "C", "H", "H", "H", "H", "H", "H", "H", "H", "H", "H", "C", "C", "O", "C", "C", "H", "H", "H", "H", "H", "H", "H", "H", "H", "H", "C", "C", "O", "C", "C", "H", "H", "H", "H", "H", "H", "H", "H", "H", "H"], "positions_angstrom": [[1.043, 0.721, 0.079], [-0.172, 0.514, -0.792], [0.037, -0.096, -1.876], [-1.240, 0.768, -0.246], [1.360, 1.726, -0.199], [1.834, -0.011, -0.084], [0.753, 0.685, 1.129], [-7.509, 1.376, -2.237], [-8.452, 0.276, -1.864], [-8.388, -0.849, -2.470], [-9.236, 0.488, -0.990], [-7.563, 1.533, -3.314], [-6.472, 1.148, -1.987], [-7.765, 2.226, -1.604], [-3.752, -1.704, -5.315], [-4.865, -1.784, -6.350], [-5.765, -0.996, -6.249], [-4.815, -2.521, -7.307], [-4.008, -1.990, -4.294], [-3.380, -0.680, -5.339], [-2.892, -2.268, -5.675], [5.498, -0.662, 6.400], [4.633, 0.406, 5.778], [4.455, 1.466, 6.428], [4.084, 0.018, 4.713], [5.642, -0.294, 7.416], [6.417, -0.675, 5.815], [4.946, -1.601, 6.362], [0.371, 6.594, -1.100], [-0.044, 5.904, -2.386], [0.633, 5.988, -3.363], [-0.980, 5.097, -2.316], [1.112, 5.977, -0.591], [-0.482, 6.730, -0.436], [0.782, 7.558, -1.401], [1.713, -5.514, -2.395], [2.901, -5.367, -1.599], [3.453, -6.406, -1.274], [3.171, -4.268, -1.217], [1.031, -6.132, -1.810], [1.909, -6.113, -3.284], [1.179, -4.594, -2.633], [8.632, -2.295, 0.816], [7.740, -0.927, -0.328], [7.562, 0.351, 0.381], [6.342, 1.488, -0.837], [6.781, -1.342, -0.638], [8.333, -0.724, -1.220], [8.528, 0.851, 0.446], [7.101, 0.287, 1.367], [5.019, -4.378, -6.545], [5.461, -3.162, -5.731], [4.571, -2.089, -6.199], [4.632, -0.880, -5.409], [3.429, -0.011, -5.856], [5.286, -5.272, -5.982], [3.933, -4.426, -6.626], [5.431, -4.416, -7.554], [5.218, -3.385, -4.693], [6.534, -2.988, -5.810], [4.654, -1.121, -4.346], [5.492, -0.241, -5.609], [3.101, 0.729, -5.126], [2.545, -0.644, -5.931], [3.549, 0.456, -6.834], [-1.846, 4.266, 5.101], [-0.739, 5.028, 5.694], [-1.297, 6.005, 6.488], [-0.353, 6.665, 7.269], [-1.140, 7.634, 8.188], [-2.343, 3.692, 5.882], [-2.585, 4.931, 4.656], [-1.478, 3.516, 4.400], [-0.128, 4.339, 6.278], [-0.080, 5.518, 4.977], [0.341, 5.985, 7.763], [0.302, 7.289, 6.661], [-0.490, 8.123, 8.913], [-1.716, 7.038, 8.895], [-1.623, 8.428, 7.618], [-3.801, -2.988, 3.271], [-4.501, -3.576, 2.068], [-5.902, -3.471, 2.109], [-6.502, -4.320, 1.185], [-8.002, -4.194, 1.333], [-4.173, -1.967, 3.352], [-4.113, -3.586, 4.127], [-2.712, -3.037, 3.288], [-4.013, -3.305, 1.132], [-4.294, -4.646, 2.089], [-6.232, -4.133, 0.146], [-6.339, -5.390, 1.313], [-8.306, -3.148, 1.368], [-8.411, -4.803, 2.140], [-8.575, -4.433, 0.437]], "lumo_energy_ev": -0.5, "smiles": "C[N+](=O)[O-].C[N+](=O)[O-].C[N+](=O)[O-].C[N+](=O)[O-].C[N+](=O)[O-].C[N+](=O)[O-].BrCCBr.CCOCC.CCOCC.CCOCC", "total_energy_ha": -7397.6506, "multiplicity": 1, "gap_ev": 9.243, "homo_energy_ha": -0.358, "largest_force_ev_per_a": 3.8}